Entry 1:
44
Properties=species:S:1:pos:R:3:forces:R:3:lowdin_charge:R:1 method="wB97M-V/def2-TZVPD" max_force_ev_per_a=2.40 total_charge=0 lumo_ev=0.3 homo_ev=-9.13
C -1.26433 3.56286 1.40795 -1.323 0.018 -0.612 0.00
C -0.46163 2.60408 0.97967 0.939 -0.007 0.188 -0.23
C -0.63829 1.82460 -0.28080 0.212 0.001 -0.645 -0.21
C -0.30954 2.66068 -1.54938 0.316 -0.529 1.378 -0.22
N -0.37907 1.76145 -2.68216 -0.092 0.307 -0.833 -0.10
C 0.63537 1.94668 -3.72882 -0.129 1.343 -0.226 -0.28
C 2.00220 1.35272 -3.36772 -1.001 -0.215 0.490 -0.07
H -1.26184 4.21051 2.27070 0.794 -0.215 0.269 0.05
H -2.17912 3.71328 0.83195 0.053 0.040 -0.077 0.06
H 0.46195 2.31414 1.46809 -0.024 0.476 0.416 0.09
H -1.60996 1.32126 -0.31854 -0.146 0.328 -0.247 0.12
H 0.11371 1.03962 -0.37468 -0.083 -0.193 0.592 0.08
H 0.72437 2.98426 -1.39352 0.033 0.005 -0.215 0.12
H -0.89267 3.58380 -1.53822 -0.316 -0.023 -0.602 0.11
H -1.27718 1.85810 -3.12599 -0.312 -0.135 0.020 0.11
H 0.76401 3.02234 -3.90431 0.277 0.213 0.149 0.10
H 0.20937 1.68765 -4.70017 0.126 -0.924 0.167 0.11
H 2.53789 2.10630 -2.80511 0.585 0.074 -0.223 0.07
H 1.85366 0.55574 -2.63713 0.092 -0.215 -0.094 0.06
H 2.54866 0.94948 -4.21426 0.186 0.279 -0.042 0.07
O -0.22784 -1.14515 -2.28670 -0.385 -2.370 -0.003 -0.06
H 0.29928 -0.58464 -2.85004 -0.286 0.916 0.635 0.00
H -0.64127 -0.75770 -1.51292 0.509 0.942 -0.466 0.02
O 0.74458 -1.74482 3.26450 -0.652 0.024 -1.093 -0.05
H 0.37053 -2.37658 2.62423 0.167 -0.286 0.423 0.05
H 0.37983 -0.92085 2.87220 0.117 -0.022 0.800 0.02
O -3.24526 -2.71032 -0.82699 0.368 0.118 -1.255 -0.06
H -2.70863 -3.11030 -1.53253 0.008 -0.290 0.473 0.05
H -3.55146 -1.94336 -1.33130 -0.288 0.142 0.509 0.05
O 2.50854 0.16242 0.66414 0.163 0.050 0.681 -0.08
H 2.39455 0.97681 1.16891 -0.039 0.016 -0.220 0.02
H 2.85258 -0.46448 1.34793 -0.265 -0.076 -0.879 -0.01
O 0.31208 -3.45682 0.19522 -0.072 -0.205 -1.465 -0.05
H 0.23003 -4.28884 -0.29497 -0.149 -0.475 0.872 0.05
H 0.50545 -2.94605 -0.61236 0.096 0.894 0.594 0.03
O -0.69097 0.42992 2.65581 -1.364 0.253 -0.038 -0.05
H -1.52248 0.03041 2.34892 0.389 -0.591 -0.139 0.07
H -1.08006 1.21378 3.06688 0.653 0.191 0.142 0.07
O -2.44595 -2.46461 1.86032 0.354 0.533 0.464 -0.06
H -1.93599 -2.67592 1.07017 -0.232 -0.247 -0.084 -0.01
H -2.94981 -3.24472 2.09868 0.039 -0.090 -0.187 0.04
O 3.23070 -1.81479 2.53695 -0.336 0.582 -0.173 -0.10
H 3.63265 -1.01629 2.89734 0.184 -0.284 0.357 0.03
H 2.25216 -1.73108 2.76934 0.833 -0.355 0.200 -0.01

---

Entry 2:
40
Properties=species:S:1:pos:R:3:forces:R:3:lowdin_charge:R:1 method="wB97M-V/def2-TZVPD" max_force_ev_per_a=5.76 total_charge=+1 lumo_ev=-3.3 homo_ev=-12.63
C 3.49709 -0.90887 -2.58149 -0.248 0.247 -0.411 -0.08
C 2.62153 -0.69283 -3.94494 2.059 -1.704 0.047 -0.28
N 2.29664 0.74007 -4.22600 -1.457 -1.259 0.405 -0.28
S 0.94548 1.34677 -3.33726 0.379 0.178 -0.250 1.11
C 1.53284 1.62566 -1.56717 0.194 0.490 1.307 -0.34
C 0.63096 2.82533 -0.91194 -0.004 -0.399 -0.477 -0.11
C -0.47703 0.10201 -3.31856 -0.743 -0.512 1.312 -0.25
C -0.33218 -1.02800 -2.18981 -0.581 -1.811 -1.536 -0.23
O -1.35285 -0.88980 -1.12990 3.100 0.021 1.379 -0.09
C -0.69806 -1.37065 0.07113 0.371 -4.030 0.773 -0.23
O -0.32524 -2.56675 0.20842 -1.528 5.466 -0.959 0.06
H 2.90718 -1.42510 -1.74999 0.760 0.837 -1.110 0.07
H 4.39358 -1.57888 -2.81544 -1.322 1.009 0.324 0.09
H 3.88851 0.11166 -2.22975 -0.526 -1.639 -0.474 0.08
H 3.33841 -1.02538 -4.79348 -1.351 0.732 1.225 0.14
H 1.73681 -1.41769 -3.99965 1.008 1.176 0.133 0.11
H 2.05657 0.80153 -5.24008 0.100 0.408 1.016 0.11
H 2.64265 1.94835 -1.57274 -1.888 -0.642 -0.580 0.11
H 1.45801 0.68764 -0.92356 0.075 1.120 -1.196 0.08
H 1.32537 3.67891 -0.59724 -1.105 -1.273 -0.506 0.10
H -0.12203 3.21733 -1.69951 1.175 -0.532 1.491 0.08
H 0.07495 2.41904 0.00798 0.801 0.715 -1.531 0.09
H -1.43952 0.71030 -3.10510 1.713 -0.767 -0.335 0.13
H -0.59739 -0.36394 -4.35732 0.554 0.878 1.392 0.12
H 0.72597 -1.16332 -1.77104 -1.593 0.509 -0.570 0.09
H -0.58581 -2.03582 -2.70517 0.599 1.617 0.741 0.16
H -0.56395 -0.62441 0.94659 -0.520 -0.807 -1.623 0.16
C -1.46010 -1.48292 3.80742 0.300 -0.293 0.294 -0.03
C -2.42078 -0.72908 4.70352 0.421 -0.672 -0.674 -0.34
C -3.01845 0.48436 4.05372 -0.584 0.096 -0.351 -0.12
O -3.29702 1.32104 5.16708 0.367 -0.089 0.264 0.07
C -2.38649 0.99571 6.13141 0.219 0.659 1.127 -0.53
O -2.17970 1.64548 7.11206 -0.183 -0.565 -0.856 0.17
O -1.74238 -0.16794 5.82317 -0.356 0.541 0.089 0.09
H -1.90862 -1.69811 2.83421 -0.094 -0.020 0.123 0.07
H -0.53356 -0.92004 3.65816 -0.165 0.120 0.014 0.09
H -1.17730 -2.43118 4.27103 -0.039 0.060 -0.137 0.09
H -3.19744 -1.40453 5.07855 -0.021 0.122 -0.047 0.16
H -3.93253 0.25370 3.50326 0.007 0.157 0.157 0.14
H -2.32411 1.01032 3.38943 0.108 -0.141 0.009 0.13

---

Entry 3:
15
Properties=species:S:1:pos:R:3:forces:R:3:lowdin_charge:R:1 method="wB97M-V/def2-TZVPD" max_force_ev_per_a=10.57 total_charge=0 lumo_ev=-0.9 homo_ev=-5.11
O -0.34467 1.23793 -0.36810 -0.581 1.216 0.417 0.00
C 0.50208 0.18022 -0.38747 2.471 0.512 0.649 -0.62
C -1.51681 0.92192 -1.07762 -0.450 -0.166 0.160 -0.15
O 1.63344 0.35068 -0.95787 0.448 -0.448 0.653 -0.13
O -0.18946 -0.93190 -0.73844 -0.220 -1.299 -0.137 0.00
C -1.50716 -0.59876 -1.09824 -0.477 0.079 0.067 -0.15
H -1.49946 1.34924 -2.08101 0.095 0.097 -0.067 0.12
H -2.39212 1.28662 -0.53899 0.095 0.226 -0.027 0.12
H -1.73806 -0.97350 -2.09586 0.048 -0.230 0.065 0.12
H -2.20840 -1.00305 -0.36697 0.006 -0.153 -0.019 0.12
Na 3.68796 -0.39940 -0.52227 -1.288 0.263 0.348 0.74
O 2.23041 -0.50401 1.81581 6.703 -1.556 1.808 -0.12
C 1.10012 -0.18192 1.83923 -10.294 0.873 -2.238 -0.62
O 0.10148 -0.45945 2.67663 4.384 0.905 -0.655 -0.19
Li 2.14066 -0.27461 3.90119 -0.941 -0.319 -1.023 0.75

---

What did we get for gap between HOMO and LUMO? Answer: 9.441 9.337 4.159 eV, in the order shown.